Molecular formula: C9H14ClI2LaNOP
Method: DFT, ωB97M-V/def2-TZVPD

Geometry as XYZ:
```
30
Properties=species:S:1:pos:R:3:forces:R:3:mulliken_charge:R:1
La -0.725207 1.256334 0.842369 0.2022 -2.0918 -2.4183 1.81
I -0.139565 2.372257 3.687251 0.1265 1.7095 0.0541 0.03
I -0.387001 4.510390 1.796588 0.0670 -1.1854 1.0987 0.16
Cl -0.835419 1.944972 -1.629414 0.0088 0.2509 0.2551 -0.42
P 2.230910 0.715385 -0.212257 0.4331 -0.6583 0.0928 0.40
O 1.210220 -2.158616 2.583340 -1.1085 2.5186 -2.1886 -0.12
N -2.136819 -0.911318 -0.159335 -0.3331 -1.3201 0.0824 0.00
C -3.723191 -2.232105 -1.462421 0.4943 0.1111 0.2693 -0.49
C -4.248191 -1.702902 0.728988 0.2809 0.3500 0.8529 -0.79
C 0.787817 -1.316433 1.929362 0.7145 -2.3790 2.3780 0.08
C -4.662270 -2.278329 -0.448789 0.3870 0.1341 -0.1233 -0.22
C 2.555802 2.468183 0.028323 0.3597 0.2831 -0.1767 -1.13
C 2.708203 0.445478 -1.950508 -0.3068 0.0660 -0.0590 -1.19
C 3.667426 -0.078977 0.656577 -0.2304 0.0297 0.1960 -1.20
C -2.997975 -1.090282 0.855492 -0.6158 0.5793 -0.0481 0.18
C -2.479886 -1.616643 -1.277773 0.0382 0.9686 -0.7329 -0.32
H -5.651371 -2.743059 -0.565900 0.5704 0.3284 0.0461 0.42
H 1.990736 0.973377 -2.584644 0.0816 -0.2765 -0.1087 0.33
H 3.567511 2.664570 -0.317591 0.1562 0.2686 0.0053 0.40
H 3.659290 -1.180186 0.457946 0.0325 0.9005 0.3535 0.36
H 4.618705 0.352263 0.263089 -0.7127 -0.3053 0.2790 0.41
H 3.586508 0.149818 1.746237 0.2318 -0.4193 -0.7337 0.34
H -3.990473 -2.649004 -2.402684 0.2631 -0.3365 -0.7318 0.40
H 2.739333 -0.627388 -2.177823 -0.1910 0.2933 -0.0170 0.37
H -4.922075 -1.684812 1.552191 -0.2114 -0.0480 0.7248 0.38
H 1.869017 3.054705 -0.582915 -0.0260 0.1393 0.1096 0.39
H 2.505232 2.737207 1.083268 -0.0736 0.1386 0.0473 0.35
H -2.714651 -0.641260 1.829583 -0.2722 -0.2025 -0.2871 0.33
H -1.787276 -1.592901 -2.133841 -0.2754 0.1591 0.6275 0.33
H 3.704659 0.859279 -2.134708 -0.0907 -0.0058 0.1528 0.42
```
Forces are in eV/Å.

- Largest force on an atom: 3.52 eV Å⁻¹
- Net charge: +2
- Kohn-Sham gap: 5.49 eV



Molecular formula: C4H6O2
Method: DFT, ωB97M-V/def2-TZVPD

Geometry as XYZ:
```
12
Properties=species:S:1:pos:R:3:forces:R:3:mulliken_charge:R:1
O 0.502684 2.633180 -0.465887 -0.3899 -0.1286 -0.1710 -0.45
O -1.113439 -1.318780 0.512433 -0.1270 0.1594 -0.3318 -0.22
C -0.690675 -0.080500 0.289985 -0.2517 0.1013 0.5195 -0.16
C 0.200187 -1.897587 0.293719 0.4404 -0.2164 0.1276 -0.28
C 0.762706 -0.466064 0.475639 -0.0214 -0.1552 -0.2396 -0.35
C -0.590143 2.254065 -0.820337 0.1746 0.2069 0.0512 -0.08
H -0.764806 1.843387 -1.838387 0.0752 -0.0162 0.1616 0.28
H 0.163868 -2.327533 -0.712030 0.4590 0.2148 0.1987 0.22
H 0.982008 -0.305070 1.543730 -0.0460 -0.0391 -0.2792 0.20
H 1.553020 0.010938 -0.110683 -0.2786 -0.3047 -0.0802 0.33
H 0.483577 -2.653177 1.021304 -0.1469 -0.1097 0.0811 0.23
H -1.488988 2.307140 -0.189487 0.1122 0.2875 -0.0380 0.28
```
Forces are in eV/Å.

- Largest force on an atom: 0.59 eV Å⁻¹
- Relative energy (zero: lowest compared OMol25 entry of this formula, charge and spin): 477.71 kJ/mol
- Net charge: 0
- Kohn-Sham gap: 9.38 eV



Molecular formula: C2H7N4O
Method: DFT, ωB97M-V/def2-TZVPD

Geometry as XYZ:
```
14
Properties=species:S:1:pos:R:3:forces:R:3:mulliken_charge:R:1
O 1.354507 0.641735 -1.768895 -1.2589 -1.0295 -0.7402 -0.14
N -0.581845 -0.799770 -1.638355 0.3090 -0.1018 0.2931 0.04
N 0.404897 0.412920 0.864782 0.3625 2.7167 -0.5484 -0.04
N 0.382816 -0.805487 1.367881 0.8278 -3.0574 1.3825 -0.50
N -1.876031 -0.265365 -1.472249 -1.7962 2.3623 0.8241 -0.56
C 0.443770 -0.049344 -1.726289 1.0877 0.7406 1.1551 0.61
C 0.861092 1.375888 1.567535 -0.2739 0.1547 -1.3362 -0.29
H 1.262854 1.114751 2.515499 0.4268 0.3398 1.0518 0.19
H 0.984728 -1.052611 2.233128 -1.1182 0.7765 -1.8119 0.28
H -1.830844 0.811448 -1.492356 0.0199 -2.2384 -0.0670 0.32
H 0.920610 2.402619 1.146851 -0.2475 -0.9588 0.4654 0.24
H -0.506726 -1.818051 -1.640852 0.0812 0.2705 -0.4179 0.34
H 0.539542 -1.457576 0.594462 -0.0414 -0.0708 0.9891 0.18
H -2.359370 -0.511157 -0.551144 1.6211 0.0957 -1.2395 0.33
```
Forces are in eV/Å.

- Largest force on an atom: 3.46 eV Å⁻¹
- Relative energy (zero: lowest compared OMol25 entry of this formula, charge and spin): 480.04 kJ/mol
- Net charge: +1
- Kohn-Sham gap: 7.55 eV



Molecular formula: C21H26N4O3
Method: DFT, ωB97M-V/def2-TZVPD

Geometry as XYZ:
```
54
Properties=species:S:1:pos:R:3:forces:R:3:mulliken_charge:R:1
O 0.043698 -3.833495 1.952634 -0.0571 -0.0789 0.1278 -0.44
O -1.121971 1.285519 1.324628 -0.0201 0.1835 -0.0472 -0.61
O -2.744524 -1.926327 -5.139118 -0.0678 -0.0551 -0.1174 -0.44
N 1.017763 1.202215 0.552429 0.2378 0.1210 -0.0767 -0.05
N -0.305093 -1.508927 -1.569085 -0.0054 0.0910 -0.1972 -0.02
N -0.473069 -1.333161 0.710552 -0.0426 -0.1629 -0.0142 0.13
N -0.228662 -1.944147 -3.823190 -0.0309 -0.2145 -0.1442 -0.06
C 1.295855 0.693858 -1.788172 -0.2557 -0.2842 0.1188 -0.90
C 0.020926 -0.838212 -0.465775 0.1567 0.2513 -0.0841 -0.19
C -0.021392 4.488623 3.846518 0.0630 -0.0517 -0.0264 -0.57
C 0.994631 -2.796032 1.990409 0.0774 0.3767 0.0782 -0.71
C -2.620659 -2.443418 -3.829494 0.1970 -0.2374 0.2247 -0.56
C 1.002188 -0.047511 -2.914335 0.0180 0.1250 -0.0852 -0.83
C 1.678520 5.502395 5.384078 -0.0270 -0.0110 0.0364 -1.41
C 0.331816 -1.411667 1.908409 0.2987 -0.3027 0.2147 -0.54
C 1.278289 4.502384 4.343952 0.0509 -0.0628 -0.0429 1.00
C 1.806153 2.633598 2.911897 -0.1430 -0.0565 -0.1320 -0.50
C -1.440072 -2.408896 0.667106 0.0030 -0.3650 -0.0570 -0.72
C 2.180148 3.558428 3.869666 0.0034 0.1151 0.0626 -1.00
C -0.367393 -1.421748 -5.166407 -0.2878 0.2334 -0.1809 -0.80
C 0.782415 0.348152 -0.545909 -0.0514 -0.1256 -0.2318 0.55
C -0.404108 3.562562 2.898628 0.0014 -0.1158 -0.0963 -0.67
C -1.799840 -0.908552 -5.376809 0.3394 0.0790 -0.1027 -0.51
C 0.031939 1.654928 1.390671 0.0298 0.0650 -0.0616 0.49
C -0.736020 -3.764688 0.775663 -0.2723 0.1405 -0.1740 -0.51
C 0.131542 -1.135516 -2.769675 0.2870 0.0947 0.4033 0.71
C -1.209387 -2.987077 -3.585381 -0.3824 -0.0734 0.0532 -0.37
C 0.509026 2.631985 2.408704 0.0160 0.1582 0.2986 0.45
H 2.753933 5.494115 5.542433 0.0540 0.0438 0.0433 0.34
H 1.857357 1.761103 0.487439 -0.1514 -0.0726 0.1447 0.36
H 1.533679 -2.911438 2.932679 0.0396 0.0507 -0.0659 0.39
H 1.700178 -2.905707 1.149930 -0.0241 0.0176 0.0820 0.34
H -1.107145 -3.335058 -2.559567 -0.0482 -0.1048 -0.1425 0.10
H 1.373481 6.504657 5.088395 0.0205 0.0821 0.0303 0.36
H -2.113720 -2.278503 1.519875 -0.0155 -0.0397 -0.0378 0.37
H -0.172473 -2.241200 -5.866444 0.0252 0.1189 -0.0088 0.38
H -0.094460 -3.910113 -0.106688 -0.0685 -0.0068 0.0522 0.33
H 1.189330 5.272749 6.330630 0.0132 0.0432 0.0876 0.30
H 0.345464 -0.622288 -5.354171 0.0161 -0.0492 -0.0401 0.33
H -1.952851 -0.585794 -6.408158 0.0473 0.0581 0.0626 0.41
H -2.000435 -2.341934 -0.263211 -0.0676 -0.0531 0.1246 0.44
H -0.736805 5.210950 4.212524 -0.0811 0.0820 0.0240 0.39
H 1.103376 -0.645148 1.913266 -0.0400 -0.0335 0.0377 0.24
H -3.368617 -3.232978 -3.744626 0.0338 0.0345 0.0772 0.40
H 2.525420 1.896487 2.582085 0.0335 -0.0634 -0.0268 0.44
H -1.456882 -4.580919 0.842635 0.0087 0.0338 -0.0737 0.37
H -2.833249 -1.654577 -3.092326 -0.0164 -0.0621 -0.0292 0.36
H 1.432903 0.223139 -3.863277 0.0210 0.0036 -0.0772 0.29
H 1.922502 1.572416 -1.871819 0.0187 0.0854 -0.0137 0.41
H -0.323830 -1.265351 2.773022 0.0804 0.0242 0.0018 0.32
H -1.980100 -0.060445 -4.696801 0.0129 -0.0348 -0.0717 0.30
H 3.189176 3.543964 4.257026 0.0835 0.0107 0.0465 0.30
H -1.413636 3.540898 2.516831 -0.0909 -0.0145 -0.0256 0.47
H -1.005316 -3.804297 -4.284274 -0.0409 0.0093 0.0517 0.35
```
Forces are in eV/Å.

- Largest force on an atom: 0.50 eV Å⁻¹
- Relative energy (zero: lowest compared OMol25 entry of this formula, charge and spin): 216.38 kJ/mol
- Net charge: 0
- Kohn-Sham gap: 7.86 eV
- SMILES: Cc1ccc(C(=O)Nc2ccc(N3CCOCC3)nc2N2CCOCC2)cc1